Record 1
115
Properties=species:S:1:pos:R:3:lowdin_charge:R:1 method="wB97M-V/def2-TZVPD" largest_force_ev_per_a=0.9 homo_ha="0.0043 / -0.0712" e_tot_ev=-220366.257 e_above_lowest_kj_mol=52.6 s_squared=0.797 orbital_gap_ev="3.03 / 5.09" multiplicity=2 total_charge=-2
K 0.092 2.185 0.455 0.56
O -0.986 3.642 1.999 -0.32
N -2.258 3.489 2.228 -0.25
C -2.620 3.132 3.484 -0.05
C -3.928 2.914 3.843 -0.09
C -4.911 3.071 2.865 -0.11
C -4.529 3.411 1.590 -0.14
C -3.183 3.594 1.211 -0.76
S -2.709 3.866 -0.406 0.49
H -1.768 3.014 4.136 0.13
H -4.152 2.602 4.854 0.09
H -5.956 2.897 3.091 0.10
H -5.260 3.502 0.799 0.08
Cl 4.274 8.250 -0.922 0.58
C 3.595 6.635 -0.939 -0.69
C 2.860 6.216 -2.055 -0.15
C 2.323 4.962 -2.076 -0.56
Cl 1.430 4.452 -3.479 0.70
C 2.447 4.001 -0.996 -0.42
O 1.903 2.878 -1.043 -0.21
C 3.243 4.486 0.109 -0.12
C 3.544 3.700 1.295 -0.22
O 3.285 2.536 1.540 -0.02
C 3.776 5.786 0.115 -0.10
H 2.709 6.878 -2.897 0.10
H 4.116 4.289 2.048 0.12
H 4.348 6.109 0.978 0.10
S -5.926 0.501 -0.698 1.01
C -7.599 0.111 -0.808 -0.46
C -8.030 -0.533 0.311 -0.23
C -7.005 -0.726 1.270 -0.15
C -5.783 -0.219 0.875 -0.48
C -4.525 -0.244 1.580 -0.24
C -3.382 0.406 1.068 -0.17
N -2.196 0.422 1.615 0.12
C -2.037 -0.197 2.829 -0.17
C -3.137 -0.862 3.457 -0.17
C -2.915 -1.466 4.748 -0.05
C -1.718 -1.401 5.362 -0.05
C -0.597 -0.733 4.753 -0.17
C 0.638 -0.633 5.371 -0.02
C 1.689 0.039 4.735 -0.23
C 1.399 0.575 3.455 -0.11
N 0.252 0.500 2.839 0.10
C -0.785 -0.143 3.465 -0.17
C 3.011 0.204 5.301 -0.48
C 4.088 0.902 4.798 -0.13
C 5.230 0.837 5.635 -0.22
C 5.032 0.102 6.766 -0.46
S 3.433 -0.525 6.814 0.99
C -4.363 -0.889 2.824 0.01
H -8.173 0.397 -1.675 0.05
H -9.054 -0.856 0.454 0.09
H -7.160 -1.211 2.224 0.09
H -3.455 0.961 0.129 0.07
H -3.750 -1.972 5.224 0.10
H -1.575 -1.851 6.340 0.10
H 0.766 -1.077 6.354 0.09
H 2.185 1.096 2.913 0.07
H 4.063 1.448 3.863 0.09
H 6.166 1.327 5.399 0.09
H 5.736 -0.098 7.558 0.04
H -5.192 -1.403 3.300 0.10
C 1.248 -5.279 -4.876 -0.11
C 0.466 -4.130 -5.488 -0.30
S -0.884 -3.680 -4.415 0.64
O -1.863 -4.741 -4.442 -0.32
O -0.313 -3.279 -3.155 -0.30
C -1.601 -2.250 -5.202 -0.21
C -2.512 -1.446 -4.271 -0.13
N -1.804 -0.459 -3.478 0.05
C -1.598 -0.506 -2.132 -0.31
N -0.848 0.497 -1.715 0.12
C -0.547 1.248 -2.800 -0.01
C -1.112 0.671 -3.907 -0.14
N -1.087 1.146 -5.232 -0.35
O -0.429 2.129 -5.469 0.08
O -1.720 0.536 -6.088 0.03
C -2.138 -1.565 -1.243 0.01
H 2.069 -5.547 -5.541 0.08
H 0.614 -6.155 -4.735 0.08
H 1.668 -4.985 -3.916 0.07
H 0.050 -4.388 -6.463 0.10
H 1.090 -3.239 -5.586 0.10
H -2.175 -2.619 -6.052 0.11
H -0.802 -1.615 -5.579 0.10
H -3.049 -2.092 -3.579 0.13
H -3.243 -0.933 -4.888 0.12
H 0.057 2.144 -2.746 0.08
H -1.810 -2.553 -1.560 0.07
H -3.231 -1.537 -1.213 0.09
H -1.777 -1.357 -0.237 0.08
C 3.901 0.444 -1.071 -0.30
As 2.351 -0.174 -0.043 1.19
C 3.352 -1.252 1.260 -0.31
C 1.769 -1.644 -1.263 -0.35
C 2.799 -2.637 -1.662 -0.31
C 3.591 -2.434 -2.796 -0.07
C 4.567 -3.347 -3.164 -0.11
C 4.777 -4.493 -2.407 -0.12
C 3.997 -4.710 -1.280 -0.10
C 3.022 -3.793 -0.913 -0.06
H 4.590 -0.366 -1.313 0.01
H 4.400 1.192 -0.456 0.01
H 3.543 0.939 -1.974 0.02
H 4.041 -1.950 0.782 0.01
H 2.657 -1.789 1.907 0.02
H 3.917 -0.555 1.882 0.01
H 1.375 -1.124 -2.139 0.05
H 0.916 -2.126 -0.779 0.07
H 3.433 -1.540 -3.390 0.11
H 5.168 -3.160 -4.047 0.09
H 5.539 -5.208 -2.693 0.09
H 4.146 -5.599 -0.678 0.09
H 2.418 -3.973 -0.031 0.11



Record 2
115
Properties=species:S:1:pos:R:3:lowdin_charge:R:1 method="wB97M-V/def2-TZVPD" largest_force_ev_per_a=0.6 homo_ha="0.0121 / -0.0795" e_tot_ev=-220366.105 e_above_lowest_kj_mol=67.3 s_squared=0.795 orbital_gap_ev="2.61 / 5.10" multiplicity=2 total_charge=-2
K -0.576 -0.455 -0.027 0.63
O -1.715 1.632 -1.006 -0.33
N -2.704 1.055 -1.653 -0.24
C -3.928 1.064 -1.074 -0.07
C -5.004 0.409 -1.607 -0.09
C -4.817 -0.293 -2.800 -0.10
C -3.590 -0.253 -3.406 -0.12
C -2.490 0.458 -2.873 -0.74
S -0.990 0.569 -3.669 0.55
H -3.950 1.594 -0.136 0.07
H -5.942 0.407 -1.069 0.10
H -5.621 -0.871 -3.239 0.10
H -3.402 -0.777 -4.333 0.09
Cl 3.402 -4.783 5.503 0.57
C 2.563 -4.022 4.163 -0.69
C 2.746 -4.546 2.869 -0.15
C 2.110 -3.983 1.807 -0.57
Cl 2.345 -4.631 0.214 0.70
C 1.218 -2.837 1.923 -0.43
O 0.648 -2.342 0.941 -0.14
C 1.088 -2.340 3.273 -0.13
C 0.272 -1.190 3.573 -0.23
O -0.365 -0.496 2.796 -0.08
C 1.754 -2.942 4.357 -0.10
H 3.396 -5.398 2.719 0.09
H 0.246 -0.936 4.658 0.12
H 1.613 -2.531 5.350 0.10
S -7.614 -3.139 2.093 0.97
C -8.403 -1.959 3.076 -0.48
C -7.631 -0.838 3.191 -0.24
C -6.407 -0.914 2.496 -0.16
C -6.223 -2.121 1.829 -0.49
C -5.139 -2.577 1.020 -0.25
C -4.013 -1.746 0.795 -0.11
N -2.985 -2.003 0.039 0.10
C -2.962 -3.224 -0.610 -0.16
C -4.013 -4.164 -0.414 -0.17
C -3.912 -5.445 -1.071 -0.05
C -2.857 -5.764 -1.846 -0.05
C -1.793 -4.826 -2.069 -0.16
C -0.667 -5.140 -2.819 0.00
C 0.342 -4.204 -2.990 -0.23
C 0.111 -2.929 -2.425 -0.10
N -0.926 -2.597 -1.712 0.09
C -1.881 -3.538 -1.464 -0.15
C 1.586 -4.475 -3.693 -0.49
C 2.786 -3.821 -3.574 -0.14
C 3.797 -4.354 -4.415 -0.21
C 3.365 -5.406 -5.164 -0.46
S 1.717 -5.758 -4.841 1.01
C -5.094 -3.841 0.387 -0.03
H -9.371 -2.151 3.507 0.03
H -7.934 0.028 3.764 0.09
H -5.679 -0.117 2.485 0.09
H -3.987 -0.778 1.293 0.08
H -4.714 -6.159 -0.912 0.10
H -2.792 -6.739 -2.318 0.10
H -0.584 -6.140 -3.236 0.10
H 0.834 -2.137 -2.603 0.10
H 2.942 -3.009 -2.879 0.11
H 4.807 -3.971 -4.453 0.09
H 3.928 -5.994 -5.869 0.04
H -5.888 -4.569 0.518 0.08
C 8.198 3.180 -3.180 -0.12
C 7.150 3.851 -2.306 -0.31
S 5.542 3.160 -2.627 0.63
O 5.176 3.517 -3.976 -0.32
O 5.574 1.774 -2.237 -0.29
C 4.498 4.055 -1.503 -0.22
C 3.044 3.600 -1.521 -0.13
N 2.817 2.286 -0.955 0.05
C 2.409 1.192 -1.658 -0.31
N 2.172 0.159 -0.868 0.14
C 2.466 0.567 0.394 -0.04
C 2.871 1.870 0.365 -0.16
N 3.226 2.685 1.466 -0.33
O 3.274 2.158 2.561 0.08
O 3.488 3.869 1.261 0.04
C 2.272 1.175 -3.134 -0.03
H 9.176 3.606 -2.959 0.07
H 7.983 3.336 -4.236 0.08
H 8.236 2.109 -2.985 0.08
H 7.084 4.921 -2.508 0.10
H 7.356 3.702 -1.246 0.10
H 4.527 5.098 -1.828 0.12
H 4.923 3.989 -0.503 0.09
H 2.654 3.584 -2.537 0.13
H 2.467 4.327 -0.952 0.13
H 2.340 -0.066 1.258 0.13
H 3.193 1.499 -3.619 0.07
H 1.429 1.791 -3.452 0.04
H 2.038 0.157 -3.434 0.07
C -3.091 3.516 1.534 -0.32
As -2.167 1.850 2.035 1.18
C -2.318 2.094 3.980 -0.32
C -0.321 2.502 1.685 -0.34
C 0.102 3.724 2.420 -0.31
C -0.057 4.991 1.857 -0.06
C 0.329 6.134 2.542 -0.10
C 0.887 6.033 3.808 -0.12
C 1.054 4.779 4.379 -0.09
C 0.664 3.639 3.694 -0.07
H -2.723 4.380 2.087 0.01
H -4.156 3.390 1.743 0.01
H -2.954 3.666 0.463 0.01
H -1.966 3.065 4.328 0.01
H -1.766 1.296 4.476 0.01
H -3.378 1.984 4.216 0.01
H -0.327 2.661 0.603 0.06
H 0.332 1.660 1.916 0.04
H -0.487 5.072 0.865 0.11
H 0.197 7.104 2.079 0.09
H 1.199 6.923 4.342 0.09
H 1.500 4.681 5.361 0.10
H 0.808 2.662 4.139 0.12



Record 3
114
Properties=species:S:1:pos:R:3:lowdin_charge:R:1 method="wB97M-V/def2-TZVPD" largest_force_ev_per_a=3.8 homo_ha=-0.2816 e_tot_ev=-83786.888 orbital_gap_ev=7.46
Li 0.383 -1.134 2.388 0.63
Li -2.646 1.240 1.636 0.61
C -0.844 -0.010 0.643 -1.04
O -1.925 0.162 0.054 -0.11
O 0.089 -0.835 0.403 -0.14
O -0.769 0.510 1.805 -0.23
C 1.654 3.746 -0.314 -0.08
C 1.523 2.386 -0.044 -0.06
C 2.543 1.646 0.572 0.02
C 3.707 2.348 0.944 -0.13
C 3.836 3.699 0.751 -0.01
C 2.832 4.383 0.056 -0.06
N 4.786 1.600 1.648 -0.33
O 5.680 2.251 2.169 0.08
O 4.664 0.393 1.770 0.06
H 0.947 4.313 -0.904 0.10
H 0.627 1.882 -0.378 0.09
H 2.495 0.573 0.672 0.09
H 4.746 4.240 0.965 0.12
H 3.011 5.436 -0.111 0.11
C -2.554 -4.353 -1.397 -0.07
C -1.403 -3.609 -1.212 -0.05
C -0.201 -4.283 -1.302 0.00
C -0.141 -5.605 -1.706 -0.14
C -1.302 -6.325 -2.009 0.00
C -2.547 -5.686 -1.822 -0.05
N 1.182 -6.240 -1.912 -0.32
O 1.198 -7.227 -2.669 0.06
O 2.131 -5.669 -1.412 0.06
H -3.515 -3.858 -1.355 0.10
H -1.435 -2.575 -0.897 0.09
H 0.690 -3.705 -1.098 0.10
H -1.215 -7.352 -2.331 0.11
H -3.468 -6.165 -2.118 0.10
C 3.155 -2.865 -2.315 -0.06
C 4.437 -3.245 -2.688 -0.05
C 5.528 -2.396 -2.467 0.00
C 5.275 -1.191 -1.842 -0.13
C 4.004 -0.789 -1.464 0.00
C 2.921 -1.602 -1.733 -0.05
N 6.411 -0.230 -1.693 -0.33
O 6.204 0.890 -1.241 0.07
O 7.496 -0.573 -2.132 0.07
H 2.261 -3.418 -2.565 0.09
H 4.584 -4.176 -3.217 0.11
H 6.499 -2.631 -2.875 0.12
H 3.822 0.144 -0.955 0.09
H 1.916 -1.240 -1.566 0.08
N 1.241 -0.070 4.032 0.02
C 0.695 0.980 4.661 -0.14
C 0.942 1.234 5.987 -0.08
C 1.934 0.556 6.672 -0.06
C 2.692 -0.392 5.954 -0.06
C 2.291 -0.693 4.665 -0.12
H 0.092 1.585 3.997 0.10
H 0.373 2.012 6.477 0.10
H 2.158 0.860 7.685 0.11
H 3.535 -0.878 6.423 0.10
H 2.865 -1.446 4.144 0.10
N -1.111 -1.250 -4.058 0.07
C -0.331 -0.681 -3.094 -0.13
C 0.288 0.547 -3.227 -0.06
C 0.027 1.285 -4.386 -0.08
C -0.845 0.742 -5.357 -0.07
C -1.280 -0.564 -5.185 -0.17
H -0.241 -1.285 -2.202 0.07
H 0.894 0.904 -2.406 0.08
H 0.463 2.259 -4.564 0.10
H -1.061 1.267 -6.277 0.10
H -1.754 -1.091 -6.003 0.10
N 1.421 -3.040 2.370 0.01
C 1.435 -4.203 3.036 -0.16
C 2.309 -5.260 2.790 -0.05
C 3.269 -5.065 1.786 -0.06
C 3.440 -3.814 1.187 -0.03
C 2.467 -2.853 1.501 -0.12
H 0.630 -4.386 3.737 0.11
H 2.089 -6.145 3.368 0.10
H 3.969 -5.856 1.550 0.11
H 4.170 -3.531 0.443 0.10
H 2.592 -1.885 1.036 0.08
N -4.765 0.502 1.613 0.03
C -5.995 1.028 1.904 -0.13
C -7.199 0.313 1.840 -0.06
C -7.172 -0.991 1.315 -0.05
C -5.920 -1.501 0.911 -0.05
C -4.768 -0.773 1.173 -0.13
H -6.071 2.012 2.346 0.09
H -8.121 0.773 2.165 0.10
H -8.041 -1.601 1.112 0.10
H -5.871 -2.466 0.428 0.10
H -3.799 -1.189 0.929 0.10
N -1.902 5.118 -3.313 0.05
C -3.118 5.706 -3.325 -0.16
C -4.277 5.062 -2.898 -0.08
C -4.106 3.805 -2.340 -0.08
C -2.823 3.253 -2.209 -0.07
C -1.757 3.845 -2.828 -0.14
H -3.236 6.725 -3.669 0.09
H -5.251 5.531 -2.892 0.10
H -4.955 3.438 -1.778 0.10
H -2.726 2.281 -1.740 0.10
H -0.774 3.403 -2.889 0.08
N -2.777 3.241 1.495 0.01
C -3.835 4.086 1.490 -0.14
C -3.691 5.453 1.381 -0.05
C -2.395 6.016 1.249 -0.05
C -1.340 5.149 1.177 -0.06
C -1.540 3.787 1.356 -0.11
H -4.777 3.562 1.408 0.08
H -4.555 6.101 1.422 0.10
H -2.310 7.091 1.305 0.11
H -0.331 5.469 0.955 0.10
H -0.732 3.071 1.430 0.09



Record 4
132
Properties=species:S:1:pos:R:3:lowdin_charge:R:1 method="wB97M-V/def2-TZVPD" largest_force_ev_per_a=10.0 homo_ha=-0.3357 e_tot_ev=-145365.161 orbital_gap_ev=7.30 smiles="COCCO[C@@H](CCCS(=O)(=O)O)P(=O)(O)O.O=C1C=C(O)C(=O)C=C1O.O=C1C=C(O)C(=O)C=C1O.O=C1C=C(O)C(=O)C=C1O.O=C1C=C(O)C(=O)C=C1O.O=C1C=C(O)C(=O)C=C1O.O=C1C=C(O)C(=O)C=C1O.O=C1C=C(O)C(=O)C=C1O"
C -6.080 2.972 -3.237 -0.12
O -5.153 2.369 -2.242 -0.25
C -5.762 2.464 -0.906 -0.17
C -5.136 3.717 0.013 -0.16
O -4.247 3.088 0.981 -0.16
C -3.255 3.989 1.568 -0.33
C -2.158 4.601 0.460 -0.16
C -0.767 5.049 1.206 -0.22
C 0.530 4.098 0.881 -0.22
S 0.582 2.482 1.832 0.85
O -0.676 1.589 1.665 -0.34
O 1.778 1.642 1.237 -0.38
O 0.986 2.733 3.496 -0.24
P -3.937 5.337 2.737 0.77
O -4.083 4.635 4.181 -0.40
O -2.885 6.710 2.973 -0.22
O -5.509 5.955 2.340 -0.24
H -6.791 2.132 -3.646 0.10
H -5.379 3.406 -4.098 0.11
H -6.721 3.857 -2.810 0.10
H -5.669 1.455 -0.275 0.15
H -6.934 2.646 -1.007 0.12
H -6.075 4.262 0.449 0.12
H -4.642 4.439 -0.760 0.14
H -2.573 3.296 2.265 0.15
H -1.956 3.777 -0.378 0.14
H -2.605 5.525 -0.112 0.11
H -0.882 5.064 2.392 0.13
H -0.497 6.161 0.876 0.13
H 1.488 4.722 1.224 0.14
H 0.643 3.861 -0.265 0.14
H 1.790 2.136 3.667 0.09
H -3.461 7.527 3.150 0.10
H -6.245 5.367 2.708 0.11
O -1.744 -0.929 9.397 0.08
C -1.038 -0.597 8.452 -0.28
C -0.922 -1.413 7.232 0.09
C -0.131 -1.031 6.228 -0.20
O -0.020 -1.791 5.079 0.09
C 0.663 0.226 6.305 -0.29
O 1.396 0.541 5.373 0.09
C 0.530 1.054 7.513 0.09
C -0.264 0.674 8.516 -0.20
O -0.397 1.448 9.654 0.09
H -1.504 -2.325 7.191 0.14
H 0.612 -1.305 4.505 0.12
H 1.099 1.974 7.548 0.14
H -1.024 0.959 10.231 0.12
O -0.930 -0.245 -1.429 0.11
C 0.113 -0.611 -1.959 -0.28
C 0.127 -1.476 -3.149 0.07
C 1.281 -1.870 -3.692 -0.22
O 1.302 -2.681 -4.812 0.07
C 2.589 -1.454 -3.116 -0.32
O 3.632 -1.847 -3.626 0.09
C 2.575 -0.570 -1.940 0.08
C 1.421 -0.173 -1.399 -0.17
O 1.400 0.661 -0.296 -0.03
H -0.831 -1.773 -3.556 0.08
H 2.252 -2.827 -5.011 0.11
H 3.533 -0.261 -1.542 0.11
H 0.450 0.802 -0.094 0.08
O -4.199 -2.404 10.134 0.11
C -5.322 -2.066 9.775 -0.30
C -6.501 -2.924 9.970 0.08
C -7.706 -2.532 9.553 -0.21
O -8.819 -3.333 9.734 0.08
C -7.902 -1.221 8.876 -0.31
O -9.019 -0.896 8.487 0.10
C -6.728 -0.352 8.703 0.08
C -5.523 -0.742 9.123 -0.20
O -4.415 0.070 8.967 0.08
H -6.344 -3.876 10.461 0.14
H -9.568 -2.830 9.347 0.12
H -6.887 0.606 8.225 0.14
H -3.664 -0.435 9.348 0.07
O -6.985 -3.619 -5.945 0.11
C -5.886 -3.174 -5.633 -0.31
C -5.562 -2.781 -4.253 0.08
C -4.361 -2.285 -3.949 -0.20
O -4.049 -1.916 -2.653 0.09
C -3.311 -2.109 -4.989 -0.27
O -2.223 -1.633 -4.683 0.07
C -3.627 -2.525 -6.365 0.09
C -4.827 -3.024 -6.668 -0.20
O -5.130 -3.419 -7.958 0.08
H -6.335 -2.912 -3.506 0.14
H -3.124 -1.587 -2.691 0.10
H -2.848 -2.408 -7.108 0.13
H -6.056 -3.743 -7.921 0.12
O 2.589 2.467 -7.118 0.11
C 1.588 1.899 -7.541 -0.30
C 1.014 2.199 -8.862 0.08
C -0.086 1.574 -9.285 -0.21
O -0.630 1.850 -10.527 0.08
C -0.772 0.558 -8.441 -0.30
O -1.792 0.014 -8.850 0.10
C -0.185 0.240 -7.130 0.09
C 0.918 0.863 -6.708 -0.19
O 1.477 0.567 -5.478 0.08
H 1.521 2.942 -9.464 0.14
H -1.420 1.271 -10.600 0.12
H -0.684 -0.513 -6.534 0.12
H 2.264 1.150 -5.403 0.12
O 6.533 -6.291 0.875 0.11
C 6.272 -5.174 0.442 -0.30
C 6.954 -3.964 0.926 0.08
C 6.635 -2.761 0.445 -0.20
O 7.274 -1.620 0.893 0.06
C 5.579 -2.599 -0.592 -0.28
O 5.294 -1.479 -1.002 0.10
C 4.913 -3.811 -1.095 0.09
C 5.235 -5.014 -0.616 -0.20
O 4.616 -6.158 -1.085 0.08
H 7.718 -4.096 1.682 0.14
H 6.865 -0.879 0.395 0.11
H 4.160 -3.680 -1.861 0.13
H 5.020 -6.899 -0.582 0.12
O 12.095 -0.257 -4.556 0.11
C 11.583 -0.743 -3.554 -0.31
C 10.690 0.029 -2.675 0.08
C 10.163 -0.526 -1.582 -0.20
O 9.321 0.193 -0.753 0.08
C 10.459 -1.937 -1.211 -0.30
O 9.974 -2.413 -0.190 0.11
C 11.332 -2.716 -2.102 0.08
C 11.857 -2.162 -3.197 -0.21
O 12.677 -2.889 -4.041 0.08
H 10.486 1.054 -2.955 0.14
H 9.073 -0.427 -0.032 0.09
H 11.525 -3.746 -1.829 0.14
H 12.929 -2.268 -4.758 0.12